Entry 1:
The following is a DFT calculation (ωB97M-V with the def2-TZVPD basis set) of C4H4N2O2 in the gas phase in a non-equilibrium geometry.

Atoms and positions in Å:
C: 1.40 -1.04 -0.63
C: -1.52 0.05 0.48
C: -2.18 1.23 0.89
C: -3.15 2.23 0.81
H: 3.93 -0.17 -0.41
H: 1.88 -2.26 -0.44
H: -1.72 -1.17 0.68
H: -4.28 2.82 0.86
N: 2.29 -0.23 -0.46
N: -0.30 0.40 -0.36
O: 3.59 -0.97 -0.57
O: 0.05 -0.88 -0.86

Computed properties:
HOMO level: -9.2050 eV
max |F|: 11.47 eV/A
Kohn-Sham gap: 7.98 eV
E_LUMO: -1.22 eV

***

Entry 2:
The following is a DFT calculation (ωB97M-V with the def2-TZVPD basis set) of a molecular structure, C4H4N2O2 in a non-equilibrium geometry.

Atoms and positions in Å:
C: 1.54 -0.21 -0.13
C: -0.57 -0.85 0.24
C: -1.78 0.18 0.24
C: 0.27 0.23 -0.28
H: 3.26 1.05 0.30
H: -2.18 0.45 1.33
H: -2.67 -0.01 -0.27
H: -1.29 1.71 -1.05
N: 0.07 -1.97 0.34
N: -0.80 1.08 -0.36
O: 2.87 0.08 -0.34
O: 1.29 -1.73 -0.02

Computed properties:
HOMO level: -8.3491 eV
max |F|: 5.89 eV/A
Kohn-Sham gap: 8.36 eV
E_LUMO: 0.01 eV

***

Entry 3:
The following is a DFT calculation (ωB97M-V with the def2-TZVPD basis set) of C4H4N2O2 in the gas phase in a non-equilibrium geometry.

Atoms and positions in Å:
C: 0.45 0.86 0.08
C: 1.24 0.26 -0.84
C: 0.11 -1.74 -0.67
C: -0.77 0.05 0.42
H: 0.02 2.22 1.15
H: 2.00 0.66 -1.46
H: -0.05 -2.73 -0.98
H: -2.36 0.05 1.59
N: -0.78 -1.28 0.14
N: -1.59 0.64 1.20
O: 0.77 2.01 0.68
O: 0.96 -0.99 -1.32

Computed properties:
HOMO level: -8.7934 eV
max |F|: 3.84 eV/A
Kohn-Sham gap: 9.33 eV
E_LUMO: 0.54 eV